The following is a quantum chemistry calculation of a molecular structure, C38H34N3O4P2V, from OMol25.

HOMO energy (spin up / spin down) ... -10.9 / -10.9 eV
Electronic energy ... -3560.3240 hartree
Relative energy (zero: lowest compared OMol25 entry of this formula, charge and spin) ... 1.5572 eV
2S+1 ... 2
Net charge ... +1
HOMO-LUMO gap (spin up / spin down) ... 6.87 / 7.57 eV

Geometry as XYZ:
```
82
Properties=species:S:1:pos:R:3:forces:R:3:mulliken_spin:R:1
V 0.2869 0.2704 0.1350 -0.1 0.3 0.3 1.09
C -0.9146 2.9760 3.0843 0.0 0.0 0.0 0.00
C -0.6987 1.5621 2.6600 -0.1 -0.1 0.0 0.01
O -0.1946 1.4533 1.4111 0.2 -0.2 -0.2 0.00
C -0.9708 0.4942 3.4207 0.0 0.1 0.0 -0.02
C -0.6320 -0.8682 2.9830 0.0 0.0 0.0 0.00
C 0.4556 -1.5675 3.7335 0.0 0.0 0.0 0.00
N -1.2023 -1.4993 2.0214 0.0 0.0 0.0 0.00
N -2.4105 -1.0287 1.5554 0.0 0.0 0.0 -0.01
C -2.4627 -0.4629 0.4249 0.0 0.0 -0.1 0.01
O -1.3458 -0.1849 -0.2929 -0.1 0.0 0.1 -0.04
C -3.7340 -0.1270 -0.2434 0.0 0.0 0.0 0.00
C -3.7391 0.6687 -1.3847 0.0 0.0 0.0 0.00
C -4.9351 0.9464 -2.0297 0.0 0.0 0.0 0.00
C -6.1246 0.4287 -1.5373 0.0 0.0 0.0 0.00
C -6.1190 -0.3629 -0.3955 0.0 0.0 0.0 0.00
C -4.9288 -0.6429 0.2536 0.0 0.0 0.0 0.00
H 0.0241 3.5293 3.0420 0.0 0.0 0.0 0.00
H -1.3173 3.0222 4.0932 0.0 0.0 0.0 0.00
H -1.6084 3.4633 2.3977 0.0 0.0 0.0 0.00
H -1.3265 0.6530 4.4305 0.0 0.0 0.0 0.00
H 0.1337 -1.6904 4.7712 0.0 0.0 0.0 0.00
H 1.3736 -0.9809 3.7503 0.0 0.0 0.0 0.00
H 0.6384 -2.5587 3.3217 0.0 0.0 0.0 0.00
H -2.8101 1.0724 -1.7649 0.0 0.0 0.0 0.00
H -4.9375 1.5705 -2.9133 0.0 0.0 0.0 0.00
H -7.0583 0.6446 -2.0397 0.0 0.0 0.0 0.00
H -7.0479 -0.7625 -0.0103 0.0 0.0 0.0 0.00
H -4.9079 -1.2614 1.1406 0.0 0.0 0.0 0.00
O 0.8446 -1.0324 -1.3323 0.0 0.0 -0.1 -0.04
P 0.7429 -2.5485 -1.2839 0.0 0.0 0.1 0.01
C 1.5221 -3.0585 0.2838 0.0 -0.1 0.0 0.01
P 2.6346 -1.7291 0.8054 0.0 0.0 0.0 0.00
O 1.7879 -0.4666 1.0772 0.0 0.0 0.0 -0.01
C 3.8629 -1.4341 -0.4499 0.0 0.0 0.0 0.00
C 4.7357 -2.4741 -0.7778 0.0 0.0 0.0 0.00
C 5.6787 -2.2883 -1.7713 0.0 0.0 0.0 0.00
C 5.7603 -1.0623 -2.4250 0.0 0.0 0.0 0.00
C 4.9041 -0.0251 -2.0869 0.0 0.0 0.0 0.00
C 3.9473 -0.2075 -1.0983 0.0 0.0 0.0 0.00
C 3.4674 -2.2370 2.2948 0.0 0.0 0.0 0.00
C 3.2922 -3.4923 2.8679 0.0 0.0 0.0 0.00
C 3.9688 -3.8151 4.0353 0.0 0.0 0.0 0.00
C 4.8091 -2.8842 4.6265 0.0 0.0 0.0 0.00
C 4.9867 -1.6294 4.0544 0.0 0.0 0.0 0.00
C 4.3231 -1.3043 2.8856 0.0 0.0 0.0 0.00
C -0.9406 -3.1335 -1.2835 0.0 0.0 0.0 0.00
C -1.4206 -4.0761 -0.3786 0.0 0.0 0.0 0.00
C -2.7600 -4.4341 -0.4043 0.0 0.0 0.0 0.00
C -3.6163 -3.8436 -1.3215 0.0 0.0 0.0 0.00
C -3.1396 -2.9047 -2.2287 0.0 0.0 0.0 0.00
C -1.8022 -2.5534 -2.2176 0.0 0.0 0.0 0.00
C 1.6584 -3.2377 -2.6425 0.0 0.0 0.0 0.00
C 1.6581 -4.6159 -2.8568 0.0 0.0 0.0 0.00
C 2.3926 -5.1430 -3.9042 0.0 0.0 0.0 0.00
C 3.1107 -4.2949 -4.7405 0.0 0.0 0.0 0.00
C 3.0972 -2.9229 -4.5340 0.0 0.0 0.0 0.00
C 2.3723 -2.3864 -3.4805 0.0 0.0 0.0 0.00
H 2.0493 -4.0082 0.1811 0.0 0.0 0.0 0.00
H 0.7474 -3.1298 1.0549 0.0 0.0 0.0 0.00
H 4.6869 -3.4240 -0.2553 0.0 0.0 0.0 0.00
H 6.3528 -3.0924 -2.0330 0.0 0.0 0.0 0.00
H 6.5026 -0.9160 -3.1987 0.0 0.0 0.0 0.00
H 4.9716 0.9292 -2.5916 0.0 0.0 0.0 0.00
H 3.2728 0.6013 -0.8522 0.0 0.0 0.0 0.00
H 2.6257 -4.2193 2.4217 0.0 0.0 0.0 0.00
H 3.8349 -4.7902 4.4833 0.0 0.0 0.0 0.00
H 5.3322 -3.1370 5.5391 0.0 0.0 0.0 0.00
H 5.6451 -0.9083 4.5190 0.0 0.0 0.0 0.00
H 4.4637 -0.3284 2.4352 0.0 0.0 0.0 0.00
H -0.7665 -4.5275 0.3562 0.0 0.0 0.0 0.00
H -3.1364 -5.1618 0.3016 0.0 0.0 0.0 0.00
H -4.6649 -4.1103 -1.3260 0.0 0.0 0.0 0.00
H -3.8144 -2.4351 -2.9318 0.0 0.0 0.0 0.00
H -1.4315 -1.8057 -2.9093 0.0 0.0 0.0 0.00
H 1.0750 -5.2737 -2.2207 0.0 0.0 0.0 0.00
H 2.3966 -6.2102 -4.0792 0.0 0.0 0.0 0.00
H 3.6756 -4.7095 -5.5649 0.0 0.0 0.0 0.00
H 3.6483 -2.2677 -5.1950 0.0 0.0 0.0 0.00
H 2.3536 -1.3180 -3.3074 0.0 0.0 0.0 0.00
N 1.4458 2.4698 -1.8215 0.0 0.0 0.0 0.03
C 0.9464 1.7015 -1.1202 0.0 0.0 0.0 -0.04
```
Forces are in eV/Å.

=====

The following is a quantum chemistry calculation of a molecular structure, C38H34N5P2SiV at a distorted geometry, from OMol25.

HOMO energy (spin up / spin down) ... -13.8 / -12.9 eV
Electronic energy ... -3657.7567 hartree
Relative energy (zero: lowest compared OMol25 entry of this formula, charge and spin) ... 2.4666 eV
2S+1 ... 3
Net charge ... +2
HOMO-LUMO gap (spin up / spin down) ... 7.65 / 6.70 eV

Geometry as XYZ:
```
81
Properties=species:S:1:pos:R:3:forces:R:3:mulliken_spin:R:1
V -0.1259 0.2740 0.1417 0.7 0.1 0.6 2.13
C 2.9688 2.3648 1.7438 0.0 -0.4 0.7 -0.02
Si 2.1035 0.8119 1.1149 -0.2 0.8 0.0 -0.31
C 1.0075 -0.0365 2.4170 0.6 -0.4 -0.3 -0.09
C 1.6251 -1.1389 3.0557 0.4 0.1 0.4 -0.01
C 0.9330 -1.9369 3.9362 -0.5 -1.0 0.2 0.01
C -0.4707 -1.7894 4.0258 0.5 -0.6 0.6 -0.02
C -1.1119 -0.7644 3.3970 0.2 1.0 -0.2 0.07
C -0.3600 0.1697 2.6370 -0.9 0.2 -0.2 0.05
P -1.2522 1.8293 2.4904 -0.7 -0.6 -0.3 -0.02
C -1.0300 2.5403 0.7867 -0.8 -0.4 -0.2 0.14
C -2.2606 2.7304 -0.1324 0.4 -0.2 0.0 -0.02
C -2.1246 3.7580 -1.3041 -0.1 0.3 0.5 0.01
C -0.8351 4.4815 -1.3676 0.7 -1.0 0.2 0.01
C 0.2040 4.1590 -0.5865 0.2 -0.1 0.1 -0.03
C 0.1174 3.2004 0.5305 -0.4 0.1 -0.6 -0.09
C -3.0367 1.3385 2.3371 0.1 0.4 0.5 -0.03
C -3.8919 2.1527 3.0904 -0.9 -0.9 -0.9 0.00
C -5.2789 1.9680 3.0260 0.0 -0.1 0.3 0.00
C -5.8344 0.9376 2.2804 0.2 0.7 0.2 0.00
C -4.9826 0.1282 1.5494 -0.4 -0.8 -0.8 0.02
C -3.6139 0.3325 1.5531 0.4 -0.4 0.0 0.03
C 3.4152 -0.3822 0.6017 0.4 0.1 0.3 -0.02
C 4.6821 -0.3586 1.1864 0.1 -0.5 -0.4 0.00
C 5.6096 -1.3229 0.8564 -0.1 -0.2 -0.3 0.00
C 5.3206 -2.3108 -0.0755 0.6 0.1 0.1 0.00
C 4.0908 -2.3332 -0.6863 -0.5 -0.1 -0.4 -0.01
C 3.1412 -1.3685 -0.3378 -0.8 -0.2 -0.4 0.01
P 1.4595 -1.1826 -1.0566 -0.1 0.7 0.2 0.06
C 1.4692 -1.4434 -2.8299 0.5 0.3 -0.6 -0.02
C 2.3569 -0.6770 -3.5991 0.4 0.2 0.3 -0.01
C 2.5298 -0.9542 -4.9397 0.3 -0.6 -0.7 0.00
C 1.8115 -1.9889 -5.5775 0.1 1.2 1.2 0.00
C 0.9041 -2.6973 -4.8296 -0.4 0.2 0.2 0.00
C 0.7284 -2.4090 -3.4740 -0.3 -1.0 0.4 -0.01
C 0.2984 -2.3235 -0.2851 0.5 -0.6 0.1 -0.03
C 0.7783 -3.2613 0.6344 0.7 0.0 -0.2 0.04
C -0.0564 -4.1624 1.2241 0.0 -0.3 0.8 0.00
C -1.4163 -4.0933 1.0148 -0.5 -0.2 -0.2 -0.01
C -1.9336 -3.1685 0.1292 -0.1 -0.2 0.5 0.03
C -1.0723 -2.3039 -0.5382 -1.0 0.9 -0.2 0.02
H 4.0261 2.1197 1.7682 0.2 0.1 0.0 0.00
H 2.6880 2.5590 2.7934 0.0 0.1 -0.4 0.00
H 2.8772 3.2788 1.1758 0.0 0.2 -0.2 0.00
H 2.7037 -1.2872 2.9279 -0.5 -0.1 0.0 0.01
H 1.4240 -2.7557 4.5153 -0.4 0.9 -0.6 0.00
H -1.0639 -2.4571 4.6505 0.3 0.1 -0.1 0.00
H -2.1631 -0.5559 3.5795 0.2 -0.3 -0.1 0.00
H -3.1981 2.8531 0.4259 0.5 -0.1 -0.1 0.00
H -2.9268 4.4861 -1.3274 -0.2 0.0 -0.1 0.00
H -0.7432 5.2735 -2.0738 0.1 0.5 -0.5 0.00
H 1.1456 4.6771 -0.6847 0.0 0.2 -0.1 0.00
H 0.9332 3.1440 1.2434 -0.3 0.3 -0.2 0.04
H -3.5292 2.9385 3.6946 0.6 0.7 0.6 0.00
H -5.9499 2.5943 3.6091 0.3 0.0 -0.1 0.00
H -6.9121 0.8274 2.2755 0.1 -0.2 -0.1 0.00
H -5.3958 -0.6923 0.9371 0.2 0.5 0.4 0.00
H -3.0187 -0.3816 0.9637 0.0 0.4 0.3 0.01
H 5.0000 0.4073 1.8557 -0.1 0.4 0.5 0.00
H 6.5859 -1.2999 1.2868 0.5 0.1 0.3 0.00
H 6.1096 -3.0081 -0.3437 -0.3 -0.1 0.0 0.00
H 3.9025 -3.0821 -1.4437 -0.2 0.0 -0.1 0.00
H 2.9496 0.0945 -3.1025 0.0 -0.1 -0.3 0.00
H 3.3006 -0.4670 -5.5309 -0.2 0.3 0.2 0.00
H 1.9137 -2.1394 -6.6255 0.2 -0.3 -0.6 0.00
H 0.3114 -3.4503 -5.3122 -0.2 -0.3 0.1 0.00
H 0.0580 -3.0131 -2.8669 0.0 0.0 -0.3 0.00
H 1.8317 -3.3242 0.8673 0.1 0.1 -0.1 0.00
H 0.3331 -4.8989 1.9157 0.1 0.0 -0.1 0.00
H -2.0637 -4.7839 1.5310 -0.2 0.0 0.0 0.00
H -3.0094 -3.1276 0.0130 0.1 0.1 -0.3 0.00
H -1.5450 -1.5969 -1.2285 0.4 -0.2 -0.1 -0.01
N -1.0721 2.9364 -4.3116 0.7 -0.3 0.3 0.00
N -1.4276 2.2182 -3.1715 -0.4 0.5 -0.3 0.03
N -2.4556 2.6472 -2.2927 0.1 0.9 -0.8 0.00
C -2.3833 1.6675 -1.2499 -0.3 -0.7 0.8 0.01
N -1.1115 0.9159 -1.5438 -0.8 0.3 1.1 0.00
N -0.6814 1.3289 -2.6418 1.4 -0.4 -1.0 0.04
H -0.1466 3.3308 -4.1055 -0.4 0.1 -0.3 0.00
H -0.9513 2.2849 -5.0992 -0.4 0.3 0.4 0.00
H -3.2122 0.9689 -1.2138 -0.2 -0.2 0.1 -0.02
```
Forces are in eV/Å.